[1]
13
Properties=species:S:1:pos:R:3:mulliken_charge:R:1 method="wB97M-V/def2-TZVPD" total_energy_ev=-18830.5922
C 0.136 -1.434 -0.043 -1.342
C -0.261 0.081 0.122 1.023
C 0.980 0.840 0.510 -1.341
Cl -1.502 0.115 1.447 -0.196
C -0.999 0.763 -1.007 -0.169
O -1.611 0.181 -1.825 -0.405
H -0.612 -1.996 -0.640 0.341
H 0.290 -1.901 0.959 0.346
H 0.987 -1.498 -0.682 0.387
H 1.056 0.606 1.629 0.302
H 1.819 0.459 0.036 0.388
H 1.037 1.909 0.392 0.360
H -1.319 1.876 -0.898 0.306

[2]
53
Properties=species:S:1:pos:R:3:mulliken_charge:R:1 method="wB97M-V/def2-TZVPD" total_energy_ev=-49064.7298
C -1.983 -3.816 1.044 -1.871
C -1.070 -3.059 0.125 1.016
C 0.274 -3.391 0.023 -0.891
C 1.125 -2.697 -0.819 -0.771
C 0.635 -1.649 -1.579 -0.633
C -0.699 -1.298 -1.490 -0.290
C -1.554 -1.994 -0.643 0.449
N -2.916 -1.665 -0.573 -0.146
C -3.447 -0.431 -0.623 0.401
N -4.779 -0.349 -0.614 -0.759
C -5.265 0.888 -0.654 0.399
N -6.597 1.038 -0.725 -0.366
N -4.527 2.010 -0.637 -0.754
C -3.226 1.801 -0.601 0.529
C -2.311 2.994 -0.477 -0.442
O -1.007 2.556 -0.140 -0.342
C -0.943 1.834 0.987 0.315
O -1.803 1.831 1.834 -0.683
C 0.311 1.043 1.096 -0.084
C 0.481 0.234 2.218 -0.623
C 1.595 -0.577 2.339 -1.037
C 2.552 -0.582 1.337 -0.294
C 2.377 0.224 0.228 0.199
S 3.646 0.230 -1.043 1.452
O 3.068 0.632 -2.290 -0.719
O 4.362 -1.009 -0.981 -0.765
N 4.703 1.439 -0.577 -0.051
C 4.160 2.771 -0.665 -0.878
C 5.455 1.152 0.618 -0.901
C 1.272 1.038 0.090 0.168
N -2.630 0.626 -0.635 -0.231
H -1.413 -4.506 1.660 0.407
H -2.524 -3.131 1.697 0.349
H -2.713 -4.395 0.476 0.396
H 0.657 -4.208 0.617 0.337
H 2.169 -2.964 -0.885 0.482
H 1.293 -1.107 -2.240 0.741
H -1.089 -0.483 -2.076 0.397
H -3.580 -2.409 -0.415 0.320
H -7.182 0.229 -0.621 0.243
H -6.978 1.963 -0.639 0.254
H -2.225 3.518 -1.431 0.339
H -2.716 3.671 0.282 0.329
H -0.285 0.249 2.978 0.521
H 1.715 -1.209 3.205 0.448
H 3.421 -1.219 1.384 0.517
H 4.977 3.491 -0.710 0.347
H 3.583 2.824 -1.585 0.312
H 3.514 3.015 0.189 0.299
H 6.345 1.781 0.643 0.354
H 5.755 0.108 0.567 0.319
H 4.869 1.324 1.530 0.302
H 1.148 1.632 -0.801 0.590

[3]
18
Properties=species:S:1:pos:R:3:mulliken_charge:R:1 method="wB97M-V/def2-TZVPD" total_charge=+1 total_energy_ev=-9348.1609
C 2.424 0.792 -0.794 -1.320
C 0.913 0.618 -0.392 0.039
N 0.557 1.599 0.762 -0.260
C 0.340 -0.712 -0.053 -0.704
C -1.139 -0.803 0.064 0.680
N -1.796 -1.931 -0.190 -0.379
O -1.678 0.196 0.559 -0.724
H 2.489 1.780 -1.230 0.409
H 3.181 0.628 -0.015 0.353
H 2.576 0.021 -1.554 0.354
H 0.275 1.042 -1.162 0.362
H 0.958 1.403 1.662 0.330
H 0.723 2.530 0.465 0.350
H -0.481 1.402 0.782 0.361
H 0.574 -1.081 0.922 0.330
H 0.709 -1.564 -0.761 0.331
H -1.369 -2.879 -0.341 0.234
H -2.762 -1.897 -0.196 0.255

[4]
9
Properties=species:S:1:pos:R:3:mulliken_charge:R:1 method="wB97M-V/def2-TZVPD" total_energy_ev=-8389.0940
O -0.135 0.755 2.112 -0.647
N 0.571 0.484 1.146 0.476
C 1.586 0.012 0.635 -0.176
C 0.498 0.311 -0.339 -0.298
H 2.688 0.157 0.764 0.258
H 0.543 1.235 -1.018 0.189
H -0.114 -0.459 -0.726 0.192
F -2.469 -1.201 -0.996 -0.374
H -3.168 -1.293 -1.577 0.380